[1]
Entry from the OMol25 dataset: 7 unconnected molecules or ions with the total composition C34H87N5O14 (the ωB97M-V functional and the def2-TZVPD basis).

Geometry as ORCA input:
```
! wB97M-V def2-TZVPD RIJCOSX def2/J DEFGRID3
* xyz 0 1
C -8.069 0.282 1.077
O -8.017 1.602 1.693
C -8.639 1.544 2.981
C -8.713 2.972 3.616
N -7.378 3.464 3.905
C -7.326 4.757 4.568
C -7.595 6.047 3.719
O -6.829 5.959 2.466
C -7.000 6.995 1.586
H -7.735 -0.601 1.623
H -7.318 0.385 0.294
H -8.947 -0.069 0.534
H -7.905 0.975 3.553
H -9.595 1.059 3.175
H -9.397 3.038 4.462
H -9.101 3.715 2.918
H -6.844 3.574 3.055
H -6.284 4.866 4.869
H -7.882 4.858 5.500
H -7.261 6.894 4.317
H -8.673 6.125 3.577
H -6.506 7.945 1.788
H -8.049 7.191 1.364
H -6.538 6.685 0.649
C 5.000 -2.187 0.296
O 5.644 -2.761 1.402
C 6.795 -3.468 1.103
C 7.638 -3.765 2.336
N 7.164 -4.972 3.100
C 7.855 -5.361 4.345
C 7.886 -4.252 5.347
O 8.832 -4.596 6.291
C 8.695 -4.119 7.580
H 3.979 -2.051 0.654
H 4.850 -2.740 -0.631
H 5.371 -1.179 0.110
H 7.354 -3.050 0.266
H 6.502 -4.459 0.754
H 7.845 -2.928 3.003
H 8.617 -4.059 1.956
H 6.234 -4.671 3.354
H 8.896 -5.554 4.088
H 7.392 -6.220 4.829
H 6.962 -4.062 5.894
H 8.242 -3.276 5.016
H 7.740 -4.421 8.008
H 8.849 -3.040 7.576
H 9.543 -4.509 8.144
C -4.266 -1.751 -7.895
O -3.435 -0.822 -7.214
C -2.024 -1.008 -7.425
C -1.141 0.110 -6.829
N -1.057 -0.110 -5.419
C -0.340 0.984 -4.731
C -1.372 2.205 -4.382
O -1.623 3.004 -5.510
C -0.516 3.908 -5.890
H -4.273 -2.753 -7.465
H -4.295 -1.835 -8.982
H -5.236 -1.262 -7.814
H -1.796 -1.107 -8.486
H -1.793 -2.030 -7.123
H -1.518 1.111 -7.038
H -0.198 -0.045 -7.353
H -1.969 -0.202 -4.997
H 0.547 1.222 -5.316
H -0.059 0.548 -3.772
H -0.883 2.832 -3.637
H -2.422 1.984 -4.188
H -0.360 4.583 -5.048
H -0.860 4.701 -6.554
H 0.368 3.368 -6.228
C -3.790 1.510 0.436
O -3.104 0.988 -0.771
C -1.699 0.835 -0.747
C -1.338 -0.420 0.167
N 0.018 -0.708 -0.016
C 0.367 -2.073 -0.320
C 0.134 -2.388 -1.783
O 1.268 -2.068 -2.604
C 1.218 -2.352 -3.996
H -3.959 0.660 1.097
H -4.775 1.926 0.225
H -3.232 2.295 0.946
H -1.222 1.746 -0.383
H -1.332 0.759 -1.770
H -2.032 -1.239 -0.024
H -1.455 -0.172 1.222
H 0.594 -0.085 -0.563
H -0.224 -2.843 0.176
H 1.437 -2.263 -0.239
H -0.767 -1.897 -2.148
H 0.188 -3.453 -2.009
H 0.291 -2.912 -4.116
H 2.012 -2.917 -4.485
H 1.269 -1.440 -4.592
C 1.365 3.677 -2.125
O 1.636 2.500 -1.333
C 2.794 1.825 -1.727
C 3.155 0.783 -0.569
N 3.760 1.642 0.428
C 3.680 1.155 1.822
C 2.291 1.417 2.469
O 2.232 0.625 3.700
C 0.999 0.820 4.383
H 1.650 3.741 -3.175
H 1.893 4.465 -1.588
H 0.302 3.866 -1.976
H 3.680 2.407 -1.977
H 2.634 1.271 -2.652
H 3.876 0.056 -0.944
H 2.220 0.266 -0.351
H 3.521 2.623 0.395
H 4.202 1.774 2.551
H 3.876 0.092 1.961
H 1.528 1.148 1.739
H 2.253 2.479 2.709
H 0.911 1.843 4.748
H 0.992 0.203 5.281
H 0.215 0.375 3.769
O 4.568 -3.737 -4.986
C 5.223 -3.769 -3.799
C 6.754 -4.094 -4.087
O 7.562 -3.781 -2.986
H 4.498 -4.635 -5.318
H 5.080 -2.777 -3.370
H 4.821 -4.485 -3.081
H 7.090 -3.449 -4.899
H 6.974 -5.160 -4.140
H 7.823 -2.865 -3.104
O -4.864 -1.243 3.991
C -4.866 -0.203 4.963
C -3.855 0.931 4.515
O -2.540 0.340 4.416
H -4.254 -1.861 4.402
H -5.906 0.115 5.033
H -4.427 -0.677 5.841
H -4.137 1.771 5.150
H -4.136 1.279 3.521
H -2.699 -0.441 3.881
*
```

Properties
Electronic energy (Ha): -2674.2545
F_max (Eh/bohr): 0.0653
SMILES string: COCCNCCOC.COCCNCCOC.COCCNCCOC.COCCNCCOC.COCCNCCOC.OCCO.OCCO

These are the Mulliken partial charges, in e, on atoms 1 to 99: -0.8389 -0.2684 -0.1349 -0.6759 -0.1433 -1.0140 -0.4805 -0.2592 -0.8069 0.3410 0.2539 0.3192 -0.1219 0.3961 0.4759 0.3431 0.2454 0.3364 0.4428 0.4247 0.3493 0.2847 0.3190 0.2569 -0.6372 -0.3379 -0.6105 -0.5359 -0.3829 -0.6190 -0.2232 -0.3465 -0.7428 0.1288 0.2851 0.3891 0.4339 0.2916 0.3161 0.3664 0.2556 0.3153 0.2482 0.3125 0.2288 0.3253 0.3036 0.2310 -0.8447 -0.2794 -0.7920 -0.4068 0.0003 -0.1602 -0.1547 -0.4521 -0.6713 0.3044 0.3304 0.2802 0.4392 0.3632 0.2693 0.3232 0.2658 0.6235 -0.6694 -0.0207 0.3391 0.2803 0.2958 0.2740 -0.7558 -0.5114 0.1655 -0.5322 0.5457 -0.7460 -0.4785 -0.2277 -0.6332 0.2803 0.3658 0.3385 0.3072 -0.2171 0.4324 0.0384 -0.9292 0.5719 -0.0200 0.2498 0.6686 0.3814 0.2037 0.1615 -1.1187 0.0083 -1.1819

***

[2]
Entry from the OMol25 dataset: 7 unconnected molecules or ions with the total composition C34H87N5O14 (the ωB97M-V functional and the def2-TZVPD basis).

Geometry as ORCA input:
```
! wB97M-V def2-TZVPD RIJCOSX def2/J DEFGRID3
* xyz 0 1
C -29.974 -13.384 -6.401
O -29.797 -12.477 -7.503
C -28.498 -12.523 -8.030
C -28.275 -11.348 -8.926
N -28.359 -9.968 -8.288
C -27.377 -9.693 -7.205
C -27.908 -10.052 -5.796
O -28.851 -9.049 -5.499
C -29.176 -9.058 -4.116
H -29.270 -13.277 -5.584
H -29.977 -14.382 -6.767
H -30.935 -13.145 -5.920
H -28.374 -13.470 -8.619
H -27.717 -12.561 -7.211
H -29.027 -11.394 -9.718
H -27.277 -11.541 -9.379
H -29.321 -9.822 -8.033
H -27.212 -8.605 -7.201
H -26.407 -10.095 -7.532
H -27.059 -10.130 -5.099
H -28.369 -11.022 -5.738
H -28.419 -8.461 -3.548
H -29.443 -10.026 -3.750
H -30.124 -8.502 -4.130
C -27.438 -6.231 -4.698
O -27.434 -6.000 -3.283
C -28.260 -4.950 -2.847
C -27.931 -4.732 -1.444
N -26.509 -4.462 -1.208
C -26.174 -3.113 -0.605
C -26.891 -2.721 0.635
O -26.964 -3.737 1.602
C -27.396 -3.250 2.850
H -28.451 -6.620 -4.980
H -26.779 -7.031 -4.996
H -27.059 -5.359 -5.317
H -29.313 -5.095 -2.882
H -28.114 -4.005 -3.434
H -28.159 -5.620 -0.874
H -28.552 -3.902 -1.082
H -26.012 -5.138 -0.650
H -26.103 -2.376 -1.417
H -25.098 -3.139 -0.371
H -28.015 -2.463 0.358
H -26.446 -1.796 0.993
H -28.420 -2.898 2.900
H -26.642 -2.503 3.280
H -27.400 -4.159 3.459
C -20.337 -9.514 -6.587
O -21.534 -9.637 -5.797
C -21.364 -9.400 -4.366
C -22.706 -9.725 -3.757
N -23.101 -11.079 -4.007
C -24.002 -11.322 -5.166
C -24.143 -12.800 -5.288
O -24.796 -13.161 -4.076
C -24.446 -14.464 -3.779
H -20.350 -8.541 -7.054
H -20.359 -10.361 -7.253
H -19.424 -9.577 -6.018
H -21.166 -8.334 -4.213
H -20.570 -9.958 -4.000
H -23.474 -9.009 -4.221
H -22.752 -9.531 -2.711
H -23.449 -11.620 -3.246
H -23.673 -10.886 -6.089
H -25.036 -10.867 -5.094
H -23.125 -13.207 -5.325
H -24.821 -13.031 -6.093
H -24.944 -15.180 -4.384
H -24.739 -14.692 -2.756
H -23.393 -14.572 -3.772
C -25.358 1.726 -4.503
O -26.046 0.884 -5.404
C -25.612 -0.420 -5.238
C -26.614 -1.313 -5.982
N -26.271 -2.691 -6.335
C -25.068 -2.722 -7.155
C -25.221 -3.899 -8.145
O -24.115 -4.183 -8.973
C -24.156 -3.592 -10.298
H -26.153 2.376 -3.995
H -24.573 2.266 -5.002
H -24.921 1.149 -3.666
H -25.573 -0.713 -4.187
H -24.562 -0.581 -5.541
H -26.889 -0.823 -6.918
H -27.507 -1.245 -5.338
H -26.076 -3.222 -5.500
H -24.141 -2.873 -6.591
H -24.960 -1.813 -7.693
H -26.035 -3.704 -8.873
H -25.411 -4.783 -7.533
H -24.912 -4.086 -10.957
H -23.196 -3.694 -10.822
H -24.327 -2.514 -10.346
C -29.283 -2.531 -8.880
O -28.978 -3.875 -9.172
C -29.067 -4.726 -8.063
C -29.065 -6.109 -8.629
N -27.766 -6.375 -9.329
C -27.852 -7.153 -10.536
C -26.499 -7.872 -10.670
O -25.522 -6.826 -10.961
C -24.440 -7.293 -11.700
H -28.458 -1.850 -9.232
H -29.407 -2.253 -7.796
H -30.323 -2.254 -9.264
H -29.988 -4.524 -7.562
H -28.145 -4.583 -7.422
H -29.813 -6.166 -9.441
H -29.329 -6.919 -7.918
H -27.332 -5.520 -9.567
H -27.987 -6.454 -11.422
H -28.673 -7.890 -10.482
H -26.547 -8.667 -11.479
H -26.215 -8.448 -9.782
H -24.744 -7.987 -12.456
H -23.689 -7.727 -10.994
H -23.971 -6.473 -12.190
O -24.788 -6.613 -2.512
C -24.084 -6.214 -3.716
C -23.860 -4.735 -3.700
O -25.142 -4.082 -3.773
H -25.666 -6.179 -2.606
H -23.152 -6.777 -3.704
H -24.630 -6.455 -4.631
H -23.264 -4.413 -4.552
H -23.302 -4.461 -2.794
H -25.666 -4.272 -2.971
O -25.665 -6.834 -7.141
C -24.490 -7.610 -7.085
C -23.194 -6.827 -7.232
O -22.840 -6.464 -8.600
H -26.231 -6.863 -7.949
H -24.513 -8.157 -6.105
H -24.460 -8.415 -7.879
H -22.427 -7.471 -6.753
H -23.211 -5.894 -6.643
H -23.496 -5.825 -8.989
*
```

Properties
Electronic energy (Ha): -2674.4240
F_max (Eh/bohr): 0.0723
SMILES string: COCCNCCOC.COCCNCCOC.COCCNCCOC.COCCNCCOC.COCCNCCOC.OCCO.OCCO

These are the Mulliken partial charges, in e, on atoms 1 to 99: -0.7687 -0.3605 -0.1084 -1.0145 0.0678 0.4263 -0.8884 -0.4085 -0.6932 0.2630 0.3526 0.2569 0.5101 -0.0242 0.4702 0.3355 0.3929 -0.9961 0.5698 0.7637 0.1379 0.0689 0.4385 0.2850 -0.2915 -0.2352 -0.4348 -0.6009 -0.0174 -0.9004 -0.3840 -0.2775 -0.7558 0.6332 -0.5286 0.2078 0.5592 -0.0181 0.1797 0.4151 0.3021 0.1423 0.4854 0.1896 0.4651 0.3160 0.2904 0.2493 -0.9023 -0.2210 -0.8234 -0.1982 -0.2592 0.5719 -1.0075 -0.3325 -0.9343 0.2751 0.2680 0.3671 0.3880 0.5895 -0.3587 0.5334 0.3197 0.3173 -0.3591 0.4481 0.3913 0.3393 0.2677 0.3956 -0.7111 -0.3513 0.2002 -1.0511 0.7552 -0.9998 1.2081 -0.4269 -0.7767 0.2457 0.2669 0.3300 -0.1498 0.3551 0.3941 0.3289 -0.4553 0.1150 0.5988 0.3749 -1.0703 0.2202 0.3078 0.3965 -0.8132 -0.3616 -0.4693